No. 1
{
  "formula": "C17H7Cl5CoF3IN5O2S",
  "method": "the ωB97M-V functional and the def2-TZVPD basis",
  "lumo_energy_ha": -0.0445,
  "orbital_gap_ev": 7.93,
  "species": ["Co", "F", "C", "F", "F", "C", "C", "C", "C", "N", "C", "S", "H", "H", "H", "Cl", "C", "C", "C", "Cl", "C", "Cl", "C", "Cl", "C", "Cl", "O", "N", "C", "C", "N", "C", "N", "N", "C", "O", "C", "I", "H", "H", "H", "H"],
  "coordinates": [[0.237, -0.374, -0.472], [-3.136, 4.605, 0.898], [-2.809, 3.482, 0.245], [-3.857, 2.645, 0.339], [-2.667, 3.794, -1.047], [-1.562, 2.860, 0.810], [-0.884, 3.426, 1.870], [0.274, 2.827, 2.360], [0.731, 1.676, 1.754], [0.072, 1.133, 0.730], [-1.056, 1.680, 0.257], [-1.631, 0.683, -1.032], [-1.258, 4.338, 2.314], [0.811, 3.249, 3.195], [1.627, 1.167, 2.079], [0.226, 1.542, -3.634], [1.630, 1.194, -2.701], [1.552, 0.496, -1.501], [2.739, 0.183, -0.875], [2.556, -0.849, 0.539], [3.990, 0.578, -1.318], [5.403, 0.157, -0.438], [4.050, 1.316, -2.494], [5.572, 1.850, -3.086], [2.875, 1.606, -3.192], [2.976, 2.472, -4.672], [0.156, -1.760, -1.740], [0.826, -2.852, -1.402], [0.058, -3.878, -1.208], [-1.375, -3.803, -1.247], [-2.521, -3.722, -1.239], [0.662, -5.137, -0.882], [1.100, -6.158, -0.592], [-2.741, -1.427, 1.207], [-1.565, -1.966, 1.490], [-0.491, -1.578, 1.005], [-1.531, -3.109, 2.466], [-1.768, -2.392, 4.459], [-2.789, -0.715, 0.485], [-3.588, -1.826, 1.573], [-0.563, -3.594, 2.416], [-2.331, -3.821, 2.281]],
  "forces_ev_per_a": [[0.53, -0.19, 0.74], [-0.02, 0.07, 0.05], [0.04, -0.08, 0.05], [-0.05, -0.05, 0.00], [0.02, 0.02, -0.08], [0.01, -0.01, -0.02], [0.07, -0.01, 0.03], [-0.04, -0.02, -0.02], [-0.09, 0.05, -0.01], [0.06, 0.13, 0.07], [-0.11, 0.02, 0.03], [0.00, 0.06, -0.35], [0.00, 0.00, 0.01], [0.01, 0.02, 0.00], [0.03, 0.00, 0.00], [-0.05, -0.02, 0.00], [0.17, 0.00, 0.15], [-0.03, 0.15, -0.45], [0.09, 0.07, -0.06], [-0.18, 0.02, -0.24], [-0.02, -0.06, 0.09], [0.00, 0.00, -0.02], [0.01, 0.02, -0.03], [0.00, -0.01, 0.00], [-0.01, 0.00, 0.02], [0.00, 0.02, 0.00], [-0.32, -0.19, 0.08], [-0.31, 0.05, 0.20], [0.36, 0.02, -0.16], [-0.17, 0.18, -0.11], [0.04, -0.05, 0.09], [0.05, -0.08, 0.03], [0.00, 0.03, 0.00], [-0.03, -0.01, -0.02], [0.08, -0.03, 0.03], [-0.12, -0.10, -0.09], [-0.01, -0.04, -0.02], [0.00, 0.02, 0.02], [-0.01, -0.01, -0.01], [0.01, 0.00, -0.02], [-0.02, -0.01, -0.02], [0.01, 0.01, 0.01]],
  "nbo_charge": [0.958, -0.318, 0.982, -0.318, -0.307, -0.219, -0.091, -0.280, 0.085, -0.472, 0.097, 0.007, 0.243, 0.237, 0.226, 0.050, 0.010, -0.177, -0.096, 0.067, -0.090, 0.065, -0.084, 0.066, -0.108, 0.067, -0.579, 0.044, -0.102, 0.266, -0.302, 0.258, -0.277, -0.775, 0.691, -0.696, -0.613, 0.130, 0.429, 0.411, 0.261, 0.251]
}

No. 2
{
  "formula": "CH2ClO2S",
  "method": "the ωB97M-V functional and the def2-TZVPD basis",
  "lumo_energy_ha": 0.1128,
  "charge": -1,
  "orbital_gap_ev": 8.31,
  "species": ["C", "O", "O", "S", "Cl", "H", "H"],
  "coordinates": [[1.800, -0.427, 0.014], [-1.411, -0.862, 1.144], [-1.352, -0.834, -1.352], [-0.802, -0.282, -0.094], [-1.679, 1.777, -0.107], [1.814, 0.540, -0.730], [1.630, 0.088, 1.125]],
  "forces_ev_per_a": [[-1.71, 2.90, 0.79], [1.14, 1.07, -1.95], [0.78, 0.74, 1.39], [-0.91, -2.40, 0.52], [0.10, 0.29, 0.03], [0.06, -1.75, 1.74], [0.54, -0.84, -2.53]],
  "nbo_charge": [-0.493, -0.956, -0.952, 1.683, -0.494, 0.104, 0.107]
}

No. 3
{
  "formula": "C5H5NO",
  "method": "the ωB97M-V functional and the def2-TZVPD basis",
  "lumo_energy_ha": 0.0331,
  "smiles": "C#C[C@@H]1CN1C=O",
  "orbital_gap_ev": 10.83,
  "species": ["C", "C", "C", "C", "C", "H", "H", "H", "H", "H", "N", "O"],
  "coordinates": [[1.163, 0.954, 0.259], [0.688, -1.561, 0.436], [-0.133, -0.889, -0.603], [-1.362, -0.229, -0.121], [-2.420, 0.255, 0.212], [1.841, 1.075, 1.218], [0.231, -1.418, 1.513], [1.281, -2.502, 0.313], [-0.071, -1.335, -1.602], [-3.376, 0.623, 0.665], [1.208, -0.349, -0.253], [0.501, 1.852, -0.179]],
  "forces_ev_per_a": [[1.14, 0.06, 2.46], [0.15, 0.47, 2.63], [0.39, -0.37, -0.71], [-0.37, -0.03, -0.63], [-0.47, -0.08, 0.77], [-0.91, -0.10, -1.65], [1.19, -0.29, -2.14], [-0.73, 1.04, -0.18], [-0.79, 0.28, 0.36], [1.65, -0.52, -0.93], [-1.69, -0.18, 0.19], [0.44, -0.28, -0.16]],
  "nbo_charge": [0.544, -0.222, -0.150, -0.041, -0.205, 0.106, 0.212, 0.226, 0.240, 0.257, -0.435, -0.531]
}

No. 4
{
  "formula": "CH5OS",
  "method": "the ωB97M-V functional and the def2-TZVPD basis",
  "lumo_energy_ha": 0.1557,
  "charge": -1,
  "orbital_gap_ev": 7.08,
  "species": ["S", "H", "C", "O", "H", "H", "H", "H"],
  "coordinates": [[1.567, 2.037, 0.405], [2.852, 1.658, 0.332], [-0.810, -0.905, -0.295], [-1.008, 0.095, 0.638], [-1.365, -0.709, -1.225], [0.247, -1.081, -0.513], [-1.188, -1.857, 0.102], [-0.295, 0.762, 0.556]],
  "forces_ev_per_a": [[-0.06, 0.23, -0.06], [-0.04, -0.15, 0.00], [0.00, -0.70, -0.33], [-0.37, 0.46, 0.57], [0.21, -0.03, -0.09], [0.03, 0.23, -0.16], [-0.11, 0.09, 0.06], [0.34, -0.14, 0.01]],
  "nbo_charge": [-1.047, 0.096, -0.231, -0.777, 0.134, 0.172, 0.140, 0.513]
}

No. 5
{
  "formula": "H2N3O2",
  "method": "the ωB97M-V functional and the def2-TZVPD basis",
  "lumo_energy_ha": 0.1373,
  "charge": -1,
  "orbital_gap_ev": 7.39,
  "species": ["N", "N", "N", "O", "O", "H", "H"],
  "coordinates": [[-0.160, 2.022, -0.525], [-0.161, -0.176, 0.507], [0.151, 2.894, 0.330], [0.470, 2.862, 1.527], [0.010, 3.997, -0.322], [0.692, -0.328, 0.001], [-1.015, -0.502, 0.071]],
  "forces_ev_per_a": [[-0.05, -3.18, 0.98], [-0.11, 2.64, 0.88], [-0.45, 1.07, 0.30], [-0.07, -0.45, -0.85], [0.39, 0.42, 0.39], [-0.07, -0.43, -0.86], [0.36, -0.06, -0.84]],
  "nbo_charge": [-0.109, -0.964, 0.479, -0.497, -0.534, 0.316, 0.310]
}

No. 6
{
  "formula": "C5H14NO5",
  "method": "the ωB97M-V functional and the def2-TZVPD basis",
  "lumo_energy_ha": 0.1265,
  "charge": -1,
  "orbital_gap_ev": 8.82,
  "species": ["O", "C", "O", "C", "C", "C", "C", "N", "H", "H", "H", "H", "H", "H", "H", "H", "H", "H", "O", "H", "H", "O", "H", "H", "O"],
  "coordinates": [[-1.943, -1.201, 2.125], [-1.529, -0.433, 1.213], [-1.945, -0.523, 0.026], [-0.528, 0.637, 1.531], [0.884, -0.029, 1.535], [1.287, -0.449, 0.184], [2.512, -0.213, -0.331], [2.902, -0.711, -1.605], [-0.471, 1.438, 0.810], [-0.735, 1.075, 2.562], [1.589, 0.700, 1.987], [0.852, -0.911, 2.175], [0.451, -0.928, -0.372], [3.288, 0.238, 0.246], [3.540, -0.080, -2.139], [2.150, -1.020, -2.176], [1.381, 1.740, -1.218], [-0.029, 2.179, -1.630], [0.956, 2.514, -1.607], [-3.185, -2.415, 1.372], [-3.125, -1.900, -0.077], [-3.517, -2.637, 0.516], [-1.739, 0.949, -2.504], [-1.602, 0.644, -0.940], [-1.444, 1.335, -1.682]],
  "forces_ev_per_a": [[1.13, 1.07, -0.15], [-1.80, -1.11, 1.28], [0.31, 0.57, -1.18], [1.07, 0.09, 1.76], [-0.27, 0.79, 1.18], [0.62, 0.29, -0.94], [-1.82, -1.34, -0.88], [1.82, 1.19, 0.15], [-0.37, 0.28, -0.30], [0.20, -0.62, -1.27], [-0.09, -0.47, -0.31], [-0.11, 0.04, 0.28], [0.96, 0.22, 0.01], [0.39, 0.37, 0.26], [-0.97, -0.77, 0.73], [-0.62, -0.09, -0.32], [0.09, 0.07, 0.05], [1.88, 0.62, -0.12], [-1.74, -0.61, 0.02], [0.75, 0.65, 0.89], [-0.58, -1.47, 1.76], [-0.53, 0.34, -2.79], [-0.07, -0.20, -0.09], [-0.14, 0.00, -0.53], [-0.11, 0.12, 0.52]],
  "nbo_charge": [-0.756, 0.773, -0.802, -0.501, -0.414, -0.267, -0.044, -0.834, 0.214, 0.214, 0.191, 0.216, 0.225, 0.185, 0.365, 0.372, 0.460, 0.506, -1.021, 0.489, 0.496, -1.029, 0.467, 0.516, -1.020]
}

No. 7
{
  "formula": "C9H14N3OS2",
  "method": "the ωB97M-V functional and the def2-TZVPD basis",
  "lumo_energy_ha": [-0.2310, -0.2389],
  "charge": 1,
  "orbital_gap_ev": [5.96, 5.75],
  "species": ["C", "C", "C", "C", "C", "C", "C", "C", "C", "N", "N", "N", "O", "S", "S", "H", "H", "H", "H", "H", "H", "H", "H", "H", "H", "H", "H", "H", "H"],
  "coordinates": [[0.209, 2.250, 0.464], [-2.940, 0.755, 0.314], [1.079, 0.941, 0.580], [-0.908, -0.030, 1.312], [-1.664, -1.654, 0.154], [0.868, 3.591, 0.291], [1.548, 0.594, -0.819], [-1.131, -1.204, -1.096], [-1.346, -3.014, 0.720], [-1.037, 2.168, 0.495], [-1.638, 0.954, 0.675], [0.385, -0.085, 1.259], [1.001, -0.944, 1.846], [-4.038, 1.782, -0.285], [-3.406, -1.038, 0.352], [1.923, 1.073, 1.169], [-1.414, -0.453, 2.192], [0.289, 4.144, -0.461], [1.961, 3.388, 0.058], [0.768, 4.223, 1.201], [1.930, -0.541, -0.910], [2.293, 1.262, -1.249], [0.748, 0.767, -1.603], [-1.450, -1.643, -1.992], [-0.084, -1.485, -1.068], [-1.230, -0.121, -1.197], [-1.654, -3.976, 0.066], [-1.712, -3.075, 1.660], [-0.219, -3.095, 0.836]],
  "forces_ev_per_a": [[1.24, -1.10, 0.94], [-1.51, -0.78, -1.07], [0.02, 2.62, -2.38], [-4.51, -2.10, 1.06], [-3.12, -0.70, 0.43], [0.71, -0.33, 0.23], [-0.30, -2.48, -2.48], [2.63, 1.10, -0.03], [2.33, -0.54, -3.26], [-1.74, 1.17, -0.56], [0.99, 0.51, 0.31], [0.09, -0.02, -0.14], [1.20, -1.21, 0.88], [0.66, -0.10, 0.54], [1.94, 0.57, 0.68], [1.66, 0.55, 1.21], [0.77, -0.08, -0.25], [0.64, -0.22, -0.13], [-1.36, 0.84, 0.04], [0.29, -0.69, -0.34], [-0.72, 2.72, 0.28], [0.50, -0.04, 0.84], [0.49, -0.64, 1.09], [-1.30, -1.00, -1.04], [0.49, 0.24, -0.24], [0.01, -0.32, -0.36], [0.43, 2.52, 1.17], [-1.51, -0.58, 2.92], [-1.04, 0.08, -0.33]],
  "nbo_charge": [0.306, -0.118, -0.181, 0.093, 0.203, -0.670, -0.635, -0.763, -0.727, -0.216, -0.343, 0.192, -0.296, 0.151, 0.365, 0.262, 0.286, 0.270, 0.231, 0.269, 0.247, 0.264, 0.229, 0.292, 0.228, 0.244, 0.311, 0.241, 0.263]
}